1.
{
  "formula": "C44H52N10O5Pr",
  "method": "the ωB97M-V functional and the def2-TZVPD basis",
  "spin_multiplicity": 3,
  "total_charge": -1,
  "orbital_gap_ha": [0.213, 0.213],
  "species": ["Pr", "O", "C", "N", "C", "C", "C", "C", "C", "C", "N", "C", "O", "C", "C", "C", "C", "C", "N", "C", "C", "C", "C", "C", "N", "H", "H", "H", "H", "H", "H", "H", "H", "H", "H", "H", "H", "C", "C", "C", "C", "C", "C", "C", "N", "C", "C", "C", "C", "C", "C", "C", "N", "C", "C", "C", "C", "H", "H", "H", "H", "H", "H", "H", "H", "H", "H", "H", "H", "H", "H", "H", "H", "H", "H", "H", "H", "H", "H", "H", "H", "N", "N", "C", "O", "O", "H", "H", "H", "C", "O", "H", "H", "H", "N", "C", "N", "C", "C", "C", "C", "C", "H", "H", "H", "H", "H", "H", "H", "H", "H", "H"],
  "coordinates": [[1.61745, 0.46785, 0.01454], [6.09125, -0.40455, -0.57806], [4.85765, -0.35245, -0.41886], [3.96785, 0.59965, -0.69096], [4.31505, 1.78525, -1.34236], [5.60595, 2.02505, -1.82146], [5.95135, 3.18435, -2.48366], [4.98705, 4.14865, -2.71056], [3.69765, 3.94955, -2.25756], [3.31445, 2.79475, -1.55956], [2.00865, 2.55905, -1.16076], [1.06385, 3.49975, -1.13506], [1.15975, 4.73495, -1.18566], [-0.35915, 2.93685, -1.03376], [-1.38545, 3.68165, -1.53096], [-2.74805, 3.25775, -1.60436], [-3.35905, 2.31495, -0.86956], [-1.42615, 1.04845, -0.00916], [-0.46815, 1.66135, -0.56486], [4.23765, -1.59535, 0.19524], [4.93425, -2.80215, 0.06954], [4.40825, -3.94495, 0.63354], [3.21955, -3.84905, 1.34604], [2.60885, -2.60925, 1.44164], [3.08845, -1.51125, 0.87124], [6.35485, 1.27005, -1.66356], [6.97095, 3.32555, -2.81686], [5.24175, 5.05825, -3.23826], [2.94765, 4.70215, -2.44496], [-1.12975, 4.62435, -1.99996], [-3.36005, 3.77625, -2.33496], [-4.37665, 2.04645, -1.12746], [-1.53435, -0.42995, 1.32994], [5.86575, -2.79835, -0.47686], [4.91305, -4.89575, 0.53174], [2.77995, -4.71365, 1.82024], [1.69875, -2.47185, 2.01164], [-5.85005, -1.93095, -1.02586], [-5.25215, -1.51635, 0.32934], [-4.87735, -2.75995, 1.14734], [-6.33865, -0.74425, 1.08264], [-3.97405, -0.69335, 0.10924], [-3.81525, 0.51685, 0.67584], [-2.80625, 1.58345, 0.32824], [-1.13575, -0.27645, 0.39994], [-1.63185, -1.28175, -0.48986], [-2.96995, -1.39615, -0.66666], [-0.61925, -2.16005, -1.06126], [-0.96925, -3.40685, -1.60606], [-0.00155, -4.30415, -2.00096], [1.31685, -3.82135, -2.01236], [1.58275, -2.58135, -1.48966], [0.66965, -1.77945, -0.92266], [-0.36805, -5.75405, -2.24986], [-0.90605, -6.28965, -0.91316], [0.84715, -6.59155, -2.64816], [-1.43775, -5.87725, -3.34046], [-6.86895, -2.28735, -0.89116], [-5.28605, -2.73245, -1.49316], [-5.87665, -1.08015, -1.70226], [-5.72745, -3.43285, 1.25584], [-4.53695, -2.46345, 2.13774], [-4.06415, -3.30165, 0.67164], [-7.23395, -1.35845, 1.16344], [-6.60945, 0.16345, 0.54834], [-6.01445, -0.48345, 2.08704], [-4.59815, 0.90405, 1.31294], [-2.70545, 2.27875, 1.17574], [-3.34105, -2.14625, -1.34626], [-2.01025, -3.68865, -1.63346], [2.13635, -4.41515, -2.38256], [2.59075, -2.19075, -1.53696], [-0.19805, -6.06895, -0.11646], [-1.05665, -7.36565, -0.96086], [-1.85055, -5.81925, -0.65376], [1.57205, -6.61305, -1.83746], [1.31825, -6.18395, -3.53836], [0.53515, -7.61165, -2.86376], [-2.33485, -5.31995, -3.08176], [-1.71505, -6.92165, -3.47796], [-1.05455, -5.49185, -4.28276], [3.39495, 1.24805, 2.14114], [2.62195, 1.15765, 3.32034], [1.42065, 0.39005, 3.39504], [0.95375, 0.30795, 4.53024], [0.95675, -0.06435, 2.32194], [4.22315, 0.64745, 2.16914], [3.69345, 2.21525, 1.99914], [3.10385, 1.25895, 4.21114], [-0.04375, -0.00475, -3.16436], [1.00315, -0.07845, -2.32076], [-0.49115, 1.00775, -3.22906], [-0.87715, -0.68555, -2.83896], [0.21615, -0.32075, -4.19726], [1.01235, 2.57365, 1.48644], [0.31605, 3.17435, 2.17774], [-0.53455, 3.81155, 2.93424], [-1.32525, 4.85185, 2.30894], [-0.57085, 6.19445, 2.31344], [0.49525, 6.20205, 3.41544], [-0.02615, 5.48415, 4.65854], [-0.20895, 3.99315, 4.33924], [-2.26745, 4.92415, 2.86294], [-1.54425, 4.54595, 1.28344], [-1.28155, 7.00745, 2.47654], [-0.08765, 6.34335, 1.34774], [0.77575, 7.22935, 3.65414], [1.39045, 5.68915, 3.05854], [-0.97835, 5.92945, 4.95684], [0.67025, 5.59825, 5.48984], [-1.00865, 3.55945, 4.95024], [0.70385, 3.43005, 4.54374]]
}

=====

2.
{
  "formula": "C44H52N4O4Pt",
  "method": "the ωB97M-V functional and the def2-TZVPD basis",
  "spin_multiplicity": 3,
  "orbital_gap_ha": [0.224, 0.202],
  "species": ["Pt", "C", "C", "C", "C", "C", "C", "C", "N", "C", "C", "C", "C", "C", "C", "O", "C", "C", "C", "C", "C", "C", "C", "C", "C", "O", "C", "C", "C", "C", "C", "C", "H", "H", "H", "H", "H", "H", "H", "H", "H", "H", "H", "H", "H", "H", "H", "H", "H", "H", "H", "H", "H", "H", "H", "H", "H", "H", "H", "H", "H", "H", "H", "H", "H", "H", "H", "H", "H", "H", "H", "H", "C", "O", "C", "C", "C", "C", "C", "C", "N", "N", "C", "C", "C", "C", "O", "C", "N", "C", "C", "C", "C", "H", "H", "H", "H", "H", "H", "H", "H", "H", "H", "H", "H"],
  "coordinates": [[-0.42297, -0.38664, -2.09829], [2.06949, 5.45599, -0.11620], [2.82924, 4.44275, 0.75161], [4.32485, 4.77571, 0.73325], [2.36233, 4.55399, 2.20661], [2.53845, 3.07672, 0.15054], [1.43594, 2.34313, 0.54082], [1.05460, 1.21370, -0.18984], [-0.01004, 0.44823, 0.00539], [-1.21787, 0.27047, 0.52280], [-2.02478, 1.24496, 1.11873], [-3.26971, 0.89452, 1.59866], [-3.62197, -0.45915, 1.60297], [-2.89365, -1.46319, 0.98281], [-1.73999, -1.07156, 0.25682], [-1.15916, -1.76827, -0.67773], [-3.34901, -2.91265, 1.14748], [-4.85646, -3.02273, 1.42909], [-3.05342, -3.77455, -0.07910], [-2.59975, -3.49800, 2.35412], [-4.21926, 1.98924, 2.05418], [-5.57276, 1.45850, 2.53394], [-4.46644, 2.90999, 0.84820], [-3.58303, 2.79777, 3.19028], [1.88520, 0.72125, -1.29225], [1.57200, -0.41761, -1.82098], [2.99412, 1.50831, -1.69301], [3.28064, 2.63825, -0.95533], [3.81910, 1.14054, -2.92436], [4.65330, -0.09757, -2.56990], [4.77697, 2.25395, -3.37057], [2.89467, 0.84289, -4.11107], [2.18887, 6.46227, 0.27529], [2.44911, 5.43339, -1.13386], [1.00788, 5.22012, -0.14361], [4.49327, 5.74701, 1.19417], [4.87670, 4.02488, 1.29309], [4.71699, 4.82321, -0.27719], [2.68473, 5.50639, 2.62243], [1.28098, 4.51188, 2.30508], [2.80244, 3.76137, 2.80761], [0.81414, 2.64569, 1.36658], [-1.65748, 2.25938, 1.15728], [-4.53935, -0.73017, 2.08954], [-5.43228, -2.47346, 0.68660], [-5.15305, -4.06934, 1.38648], [-5.11110, -2.65966, 2.42223], [-3.58233, -3.39483, -0.94868], [-1.99316, -3.79460, -0.30247], [-3.39677, -4.78936, 0.10922], [-2.80882, -2.91739, 3.24905], [-2.91592, -4.52451, 2.52907], [-1.52804, -3.48945, 2.18125], [-6.09928, 0.94102, 1.73483], [-5.45016, 0.78873, 3.38102], [-6.19550, 2.29215, 2.85532], [-4.66595, 2.32584, -0.05005], [-5.32381, 3.55292, 1.04235], [-3.60361, 3.54225, 0.65148], [-3.34232, 2.13869, 4.01976], [-2.67098, 3.28751, 2.86030], [-4.26881, 3.56532, 3.54218], [4.11172, 3.23806, -1.27413], [5.32210, 0.13066, -1.74117], [4.00042, -0.91519, -2.27886], [5.26101, -0.41700, -3.41466], [5.55112, 2.44977, -2.63453], [5.27979, 1.94988, -4.28636], [4.24727, 3.17897, -3.58125], [2.31187, -0.05602, -3.93489], [2.20221, 1.66561, -4.27059], [3.48052, 0.70564, -5.01745], [-3.90769, 7.88871, 2.17660], [-3.78213, 8.38783, 0.86723], [-4.11301, 7.58884, -0.18262], [-3.88994, 8.12254, -1.45623], [-4.16894, 7.39412, -2.58856], [-4.61815, 6.07596, -2.47666], [-4.87111, 5.55766, -1.20689], [-4.64871, 6.31117, -0.07375], [-4.97066, 5.32692, -3.58568], [-4.63030, 4.15580, -3.76544], [-3.53795, 3.51957, -3.24674], [-2.30406, 4.17141, -3.12084], [-1.10870, 3.48698, -3.02553], [-1.08925, 2.08574, -2.99236], [-0.01498, 1.37138, -3.07706], [-2.35294, 1.41957, -2.87613], [-2.30948, 0.09374, -2.57410], [-3.44036, -0.58169, -2.48033], [-4.68390, 0.00906, -2.70686], [-4.75525, 1.35248, -2.99900], [-3.57212, 2.10352, -3.07863], [-3.52931, 8.67626, 2.82678], [-3.30291, 6.98841, 2.32208], [-4.95217, 7.68218, 2.43325], [-3.49755, 9.12346, -1.53284], [-3.98165, 7.81390, -3.56443], [-5.29044, 4.56657, -1.12764], [-4.88479, 5.88785, 0.88712], [-2.28980, 5.25014, -3.19545], [-0.17416, 4.02676, -2.99826], [-3.35639, -1.62095, -2.19747], [-5.57249, -0.60062, -2.65603], [-5.69638, 1.85626, -3.15837]]
}